# 1
# H4N2O

2 unconnected molecules or ions with the total composition H4N2O (ωB97M-V/def2-TZVPD, OMol25).

Each line ends with the Löwdin charge.
Element x y z (Å)
O (0.61380, 0.17020, 0.94962)  -0.162
N (1.31286, 0.14723, -0.09832)  -0.069
N (-1.62921, 0.01279, 0.43705)  0.039
H (-1.45435, 0.31926, -0.54800)  -0.025
H (1.47635, -0.69440, -0.52717)  0.062
H (-1.51266, -1.04186, 0.43995)  -0.005
H (1.19320, 1.08678, -0.65313)  0.160

Atoms 1-3, force components in eV/Å:
O -0.6 -0.6 1.1
N -0.7 5.6 -0.4
N 0.0 -1.0 -0.5

Energy   -5087.572 eV
Highest occupied orbital energy (spin up / spin down)   -9.07 / -10.19 eV
Relative energy (zero: lowest compared OMol25 entry of this formula, charge and spin)   3.115 eV
Charge   0



# 2
# C5H11N2

A molecular structure, C5H11N2 (ωB97M-V/def2-TZVPD, OMol25).

Each line ends with the Löwdin charge.
Element x y z (Å)
N (-2.04016, -0.44533, -0.46848)  0.094
N (0.34370, 0.41304, -0.34790)  -0.120
C (-0.67093, 0.30149, 0.59599)  -0.056
C (-3.13187, -0.48344, 0.09078)  -0.062
C (1.71246, 0.24817, -0.12211)  -0.165
C (-0.34115, 1.61759, 0.05440)  0.014
C (2.01037, -1.23368, -0.19016)  -0.044
H (-0.00974, 0.01663, -1.25050)  0.207
H (-3.36238, 0.15092, 0.94911)  0.103
H (1.89948, 0.63139, 0.89822)  0.156
H (-3.79169, -1.14829, -0.37886)  0.076
H (2.28634, 0.81457, -0.87147)  0.155
H (1.45582, -1.74243, 0.52313)  0.060
H (3.00899, -1.49745, 0.08980)  0.091
H (0.31040, 2.34200, 0.55232)  0.149
H (-0.67590, -0.22129, 1.51176)  0.145
H (1.87379, -1.91009, -0.98937)  0.084
H (-0.87752, 2.14621, -0.64665)  0.113

Atoms 1-3, force components in eV/Å:
N 5.6 0.9 1.2
N -1.2 -0.4 -3.6
C -5.4 -0.6 -2.2

Energy   -8332.752 eV
Highest occupied orbital energy   -14.12 eV
Relative energy (zero: lowest compared OMol25 entry of this formula, charge and spin)   4.367 eV
Charge   +1



# 3
# C2H8NO2

2 unconnected molecules or ions with the total composition C2H8NO2 (ωB97M-V/def2-TZVPD, OMol25).

Each line ends with the Löwdin charge.
Element x y z (Å)
O (-1.74808, 0.19539, 0.26133)  0.102
O (-0.45375, 0.31643, -1.71297)  0.151
N (-0.09974, -1.36478, -0.15563)  0.219
C (1.54997, 1.43051, 1.12659)  0.135
C (-0.55501, -0.00583, -0.47670)  -0.445
H (0.57185, 1.31085, 1.68786)  0.025
H (-0.00345, -1.39266, 0.96106)  0.242
H (1.74051, 2.19447, 0.39575)  0.009
H (-0.58986, -2.26002, -0.44838)  0.198
H (2.23998, 0.70978, 1.36039)  -0.043
H (-1.01378, -0.24605, -2.24774)  0.142
H (-2.42132, 0.69592, -0.10419)  0.085
H (0.78267, -1.58401, -0.64737)  0.180

Atoms 1-3, force components in eV/Å:
O 4.2 -2.7 0.6
O 0.3 0.7 -1.6
N 1.0 -2.3 2.6

Energy   -7777.167 eV
Highest occupied orbital energy (spin up / spin down)   -12.70 / -13.71 eV
Relative energy (zero: lowest compared OMol25 entry of this formula, charge and spin)   5.791 eV
Charge   +1



# 4
# BrFHOP

A single BrFHOP molecule (ωB97M-V/def2-TZVPD, OMol25).

Each line ends with the Löwdin charge.
Element x y z (Å)
Br (1.99791, 0.77861, -0.17757)  -0.123
P (-0.09348, -0.90233, 0.57232)  0.798
F (-0.08404, -1.25238, -1.01372)  -0.374
O (-1.06165, 0.32133, 0.62549)  -0.371
H (-0.75875, 1.05476, -0.00652)  0.069

Atoms 1-3, force components in eV/Å:
Br -1.4 -1.2 0.9
P 2.3 1.1 -2.5
F -0.4 -0.2 1.5

Energy   -84113.634 eV
Highest occupied orbital energy   -9.88 eV
Relative energy (zero: lowest compared OMol25 entry of this formula, charge and spin)   0.882 eV
Structure (SMILES)   OP(F)Br
Charge   0